Entry 1:
This record from OMol25 describes 15 unconnected molecules or ions with the total composition C19H68N16O15 at a distorted geometry. The level of theory is ωB97M-V/def2-TZVPD.

Last column: Löwdin charge in e.
Element x y z (Å)
C -2.2554 -5.3730 -0.8304  -0.063
C -1.8784 -4.0920 -1.6154  -0.278
O -1.9594 -3.0510 -0.6484  -0.142
H -2.2444 -6.2640 -1.4444  0.067
H -3.2104 -5.2580 -0.3034  0.090
H -1.5144 -5.6570 -0.1314  0.022
H -2.6004 -3.8050 -2.4554  0.120
H -0.8314 -4.0160 -2.0484  0.104
H -1.4824 -2.2810 -0.9704  0.008
C 1.6056 4.2920 -2.2274  -0.058
C 2.1956 3.8010 -0.9114  -0.297
O 1.4056 2.7590 -0.5284  -0.094
H 2.1146 5.1790 -2.6974  0.109
H 0.6376 4.5990 -2.1554  0.014
H 1.7046 3.5250 -2.9504  0.055
H 2.1896 4.5630 -0.1244  0.114
H 3.2316 3.5610 -1.1824  0.121
H 1.9466 2.1500 -0.0974  0.013
C -3.8364 3.4940 0.2136  -0.082
C -2.6214 3.6920 1.1626  -0.279
O -1.6804 4.3060 0.2716  -0.118
H -4.6984 2.9350 0.6356  0.071
H -3.6064 3.1910 -0.8384  0.070
H -4.1944 4.5450 0.1136  0.076
H -2.2734 2.7680 1.6056  0.059
H -2.8684 4.2960 1.9846  0.097
H -0.9524 3.6950 0.1296  0.022
C -0.7894 -3.4380 2.4586  -0.072
C 0.0076 -4.6960 2.3196  -0.308
O 1.3346 -4.5090 2.7146  -0.080
H -0.2094 -2.5870 2.1836  0.034
H -1.0444 -3.1900 3.4966  0.086
H -1.6224 -3.4720 1.7256  0.088
H -0.1514 -5.0850 1.2756  0.110
H -0.4174 -5.5690 2.8096  0.122
H 1.6456 -5.3730 2.9346  0.103
C 2.9076 0.5500 -2.8464  -0.573
O 3.9436 1.5090 -2.7054  -0.112
N 1.6746 0.6440 -2.4354  0.178
N 3.1326 -0.5820 -3.4724  0.099
H 1.2926 1.5330 -2.0294  0.099
H 0.9856 -0.0890 -2.6564  0.037
H 4.0696 -0.8240 -3.9074  0.172
H 2.4016 -1.2050 -3.8474  0.060
C -1.6614 0.7810 3.9456  -0.674
O -2.8074 1.4140 3.7726  -0.071
N -1.5644 -0.4940 3.6466  0.146
N -0.5484 1.2200 4.4726  0.185
H -2.4044 -0.8290 3.0926  0.110
H -0.6574 -0.9610 3.4566  0.064
H -0.5854 2.2170 4.7796  0.148
H 0.3356 0.7250 4.4186  0.059
C 2.1196 -2.4180 -0.3294  -0.526
O 0.7646 -2.2720 -0.6304  -0.118
N 3.0646 -1.9880 -1.1334  0.151
N 2.5896 -3.1550 0.6846  0.154
H 2.9306 -1.5270 -2.0494  0.047
H 4.1066 -2.1840 -1.0144  0.174
H 2.0246 -3.7880 1.3316  0.093
H 3.6266 -3.2620 0.7546  0.141
C -1.1894 2.6530 -2.5754  -0.597
O -1.2754 2.1960 -1.2874  -0.095
N -0.8274 1.9140 -3.5794  0.160
N -1.5934 3.8160 -2.9294  0.211
H -0.3054 1.0590 -3.3314  0.087
H -0.6894 2.2530 -4.5234  0.160
H -1.8554 4.4830 -2.2134  0.126
H -0.9224 4.2120 -3.5584  0.116
C 0.0566 -1.2480 -4.2354  -0.621
O -0.5624 -0.4280 -5.1634  -0.095
N -0.1734 -1.2390 -2.9414  0.138
N 0.9736 -2.0460 -4.5654  0.146
H -1.0294 -0.8620 -2.5754  0.060
H 0.3106 -1.9050 -2.2394  0.102
H 1.3016 -2.0150 -5.5384  0.162
H 1.1396 -2.9020 -4.0244  0.154
C 4.0806 1.2910 0.7636  -0.654
O 5.1856 1.1780 -0.0534  -0.129
N 3.0386 0.5620 0.5346  0.150
N 4.0066 2.0650 1.8136  0.182
H 3.0696 -0.0970 -0.2564  0.085
H 2.1556 0.5560 1.0816  0.061
H 4.9026 2.5720 2.0036  0.149
H 3.1646 2.4830 2.1886  0.080
C 2.2186 -0.8270 4.1996  -0.642
O 2.3496 0.2670 4.9726  -0.064
N 2.9286 -1.1050 3.1226  0.158
N 1.4336 -1.8290 4.4596  0.185
H 3.6266 -0.4400 2.7146  0.127
H 2.9816 -1.9500 2.5436  0.085
H 0.8186 -1.6080 5.2666  0.155
H 1.2646 -2.5850 3.8706  0.045
C -3.1484 -0.5500 -2.4984  -0.635
O -3.9984 -1.6240 -2.5924  -0.116
N -2.4344 -0.2490 -1.4374  0.116
N -2.8474 0.2490 -3.4934  0.149
H -2.6984 -0.8160 -0.5744  0.094
H -2.0674 0.7120 -1.2354  0.075
H -3.1244 -0.2070 -4.3994  0.144
H -2.1154 1.0350 -3.4734  0.053
C 0.5136 3.3000 2.1746  -0.142
O 1.3846 2.3840 2.7656  -0.122
H -0.2924 3.6470 2.8596  0.096
H 0.0766 2.8700 1.3356  0.017
H 1.0066 4.2400 1.8556  0.102
H 1.0766 1.5120 2.6336  0.000
C -4.1204 0.1280 1.1986  -0.100
O -3.2494 -1.0310 1.3596  -0.199
H -3.5824 1.1240 1.1556  0.070
H -4.7924 0.2060 1.9866  0.062
H -4.6264 -0.1360 0.3056  0.073
H -3.8964 -1.7920 1.2786  0.131
C -0.3794 0.1040 0.8356  -0.092
O 0.7716 0.0110 1.6976  -0.159
H -0.8974 -0.8750 0.6466  0.069
H -0.1224 0.4500 -0.1764  0.056
H -1.1054 0.9430 1.1406  0.109
H 1.2626 -0.7590 1.5366  0.017

Relative energy (zero: lowest compared OMol25 entry of this formula, charge and spin): 14.6 kcal/mol
F_max: 9.9 eV/Å

Entry 2:
This record from OMol25 describes 2 unconnected molecules or ions with the total composition C3H3N3O at a distorted geometry. The level of theory is ωB97M-V/def2-TZVPD.

Last column: Löwdin charge in e.
Element x y z (Å)
N 2.0086 -0.1485 0.4357  0.183
C 0.9336 -0.6293 0.1476  -0.171
C -0.2292 -1.2305 -0.0718  -0.072
C -1.4908 -0.6330 0.3756  -0.307
O -1.6024 0.4486 0.9157  -0.006
H 2.4240 0.5348 -0.1941  0.066
H -0.2293 -2.1797 -0.5962  0.101
H -2.3799 -1.2644 0.1747  0.115
N 0.8089 2.4236 -0.6953  0.030
N -0.2433 2.6784 -0.4921  0.061

Relative energy (zero: lowest compared OMol25 entry of this formula, charge and spin): 18.4 kcal/mol
F_max: 1.9 eV/Å